[1]
Formula: C21H58N2O9S7
Source: the Open Molecules 2025 dataset
Level of theory: ωB97M-V/def2-TZVPD

Each line ends with the Mulliken charge.
Positions of all 97 atoms, in Å:
C  5.325  -0.197  1.445  -1.0052
C  5.037  -0.407  -0.110  -0.1442
C  3.816  0.458  -0.678  -0.0830
C  3.855  1.972  -0.153  -0.9207
C  2.769  2.204  1.029  -0.4286
C  1.335  2.050  0.359  0.0285
N  0.354  1.206  1.116  0.4146
N  0.923  0.017  1.623  -0.6711
C  -0.696  0.890  0.127  0.3790
O  -1.295  1.841  -0.395  -0.6053
O  -1.003  -0.420  -0.275  -0.4091
H  5.438  0.885  1.759  0.2294
H  6.304  -0.718  1.730  0.3512
H  4.517  -0.708  2.072  0.2016
H  4.785  -1.515  -0.260  0.3396
H  5.991  -0.202  -0.718  -0.0633
H  3.806  0.481  -1.824  0.2649
H  2.849  -0.083  -0.388  0.0019
H  4.876  2.318  0.188  0.4233
H  3.493  2.646  -1.004  0.3657
H  2.918  3.289  1.356  0.3096
H  2.961  1.559  1.935  0.2994
H  0.882  3.101  0.317  0.2010
H  1.378  1.694  -0.726  -0.2311
H  0.201  -0.667  1.902  0.3084
H  1.335  0.297  2.535  0.0576
H  -0.166  -0.919  -0.435  0.3347
C  0.430  2.101  7.048  -1.0261
S  -0.089  1.122  5.624  0.5928
O  1.150  0.633  4.938  -0.6495
C  -0.725  2.512  4.666  -0.9067
H  0.899  1.434  7.772  0.3257
H  1.149  2.860  6.735  0.3448
H  -0.443  2.572  7.501  0.3486
H  0.067  3.245  4.504  0.3717
H  -1.559  2.969  5.200  0.3863
H  -1.074  2.136  3.703  0.1921
C  9.397  0.516  -3.510  -0.9798
S  7.791  -0.273  -3.270  0.5833
O  7.880  -1.101  -2.031  -0.6145
C  7.923  -1.392  -4.680  -0.9777
H  9.550  1.239  -2.708  0.3131
H  10.189  -0.235  -3.477  0.3087
H  9.409  1.034  -4.470  0.3632
H  8.808  -2.022  -4.574  0.3116
H  7.983  -0.811  -5.602  0.3674
H  7.032  -2.019  -4.706  0.3144
C  -4.051  -1.456  8.166  -0.9973
S  -3.016  -0.828  6.827  0.6038
O  -3.360  0.616  6.633  -0.6244
C  -3.825  -1.757  5.511  -0.9016
H  -3.745  -0.975  9.095  0.3283
H  -5.099  -1.225  7.965  0.2828
H  -3.915  -2.535  8.255  0.3523
H  -4.887  -1.506  5.477  0.3917
H  -3.697  -2.825  5.686  0.3751
H  -3.359  -1.489  4.564  0.2368
C  -2.414  -6.489  2.799  -0.9726
S  -3.114  -4.826  2.792  0.5684
O  -2.830  -4.214  4.128  -0.6544
C  -4.839  -5.352  2.796  -0.9613
H  -1.328  -6.407  2.837  0.3174
H  -2.768  -7.038  3.674  0.3340
H  -2.707  -7.009  1.885  0.3369
H  -5.037  -5.971  3.673  0.3776
H  -5.050  -5.910  1.884  0.3648
H  -5.470  -4.463  2.830  0.2846
C  -3.297  -3.355  -1.316  -0.9365
S  -4.267  -4.867  -1.492  0.3826
O  -4.280  -5.548  -0.161  -0.5372
C  -3.073  -5.735  -2.531  -0.9711
H  -3.839  -2.671  -0.664  0.3252
H  -2.326  -3.586  -0.873  0.2652
H  -3.163  -2.892  -2.295  0.4615
H  -2.117  -5.815  -2.011  0.2979
H  -2.947  -5.194  -3.470  0.3821
H  -3.458  -6.733  -2.738  0.3221
C  -0.296  2.777  -2.926  -0.2577
S  0.226  2.042  -4.488  0.5085
O  1.425  2.800  -4.963  -0.6550
C  -1.192  2.615  -5.446  -0.9063
H  0.468  2.577  -2.178  -0.3583
H  -0.414  3.856  -3.043  0.3831
H  -1.237  2.329  -2.609  0.3704
H  -1.253  3.704  -5.404  0.1224
H  -2.104  2.172  -5.046  0.3911
H  -1.061  2.300  -6.480  0.4163
C  -5.136  5.403  -8.052  -0.9688
S  -3.614  4.909  -7.218  0.5385
O  -3.659  3.427  -7.045  -0.5856
C  -4.025  5.653  -5.625  -0.8414
H  -5.116  5.009  -9.068  0.3233
H  -5.999  4.998  -7.522  0.3080
H  -5.194  6.492  -8.088  0.3679
H  -4.959  5.231  -5.248  0.3076
H  -4.121  6.734  -5.742  0.3563
H  -3.220  5.435  -4.924  0.2266

Forces on atoms 1 to 3 (eV/Å):
C 0.2 -0.7 0.0
C 0.1 -0.1 -0.2
C 0.4 0.0 0.1

Values from the calculation:
**LUMO**: 0.32 eV
**HOMO energy**: -8.4 eV
**Net charge**: 0
**2S+1**: 1
**Kohn-Sham gap**: 8.724 eV

***

[2]
Formula: C21H59Ag2N4O8
Source: the Open Molecules 2025 dataset
Level of theory: ωB97M-V/def2-TZVPD

Each line ends with the Mulliken spin population.
Positions of all 94 atoms, in Å:
Ag  -5.345  2.048  18.137  0.1618
Ag  -3.743  4.558  20.364  0.0680
C  -6.980  4.343  20.092  -0.0094
O  -5.890  3.755  19.578  0.1820
H  -7.808  3.641  19.986  0.0155
H  -6.886  4.624  21.141  0.0087
H  -7.270  5.259  19.578  0.0065
C  -4.881  7.009  22.695  -0.0148
O  -4.003  6.361  21.725  0.8761
H  -4.609  6.954  23.749  0.0539
H  -5.061  8.078  22.584  -0.0005
H  -5.906  6.646  22.761  0.0257
C  -2.057  2.746  17.909  -0.0288
O  -3.248  2.900  18.654  0.5295
H  -1.342  1.977  18.200  0.0035
H  -2.334  2.371  16.924  0.0462
H  -1.532  3.668  17.663  0.0215
C  -9.320  6.808  22.143  -0.0036
C  -9.074  6.243  23.560  0.0047
C  -10.002  6.660  24.700  0.0003
O  -9.689  8.034  24.800  0.0000
C  -10.017  8.540  26.075  0.0000
N  -9.213  4.834  23.362  -0.0002
H  -10.163  6.387  21.595  0.0000
H  -8.497  6.842  21.429  0.0028
H  -9.520  7.874  22.249  -0.0001
H  -8.070  6.549  23.853  0.0023
H  -9.902  6.076  25.615  0.0000
H  -11.073  6.648  24.499  0.0001
H  -10.014  9.629  26.111  0.0000
H  -9.176  8.193  26.675  0.0000
H  -10.992  8.124  26.331  0.0000
H  -8.472  4.568  22.729  0.0019
H  -9.029  4.226  24.147  0.0001
C  -4.973  7.665  18.492  0.0001
C  -4.366  6.404  17.860  0.0022
C  -3.928  6.653  16.434  0.0028
O  -3.286  5.508  15.807  0.0001
C  -2.822  5.727  14.473  0.0001
N  -3.212  6.018  18.669  0.0074
H  -4.188  8.364  18.782  0.0001
H  -5.577  7.403  19.360  -0.0040
H  -5.685  8.065  17.770  0.0010
H  -5.129  5.625  17.878  0.0028
H  -3.177  7.439  16.524  0.0001
H  -4.801  7.008  15.887  0.0000
H  -2.268  4.897  14.035  -0.0001
H  -2.187  6.613  14.476  -0.0001
H  -3.596  5.926  13.733  0.0000
H  -2.601  5.551  18.015  -0.0008
H  -2.676  6.809  18.996  0.0001
C  -6.056  3.977  14.386  0.0065
C  -6.216  3.501  15.773  -0.0116
C  -7.579  2.828  16.131  0.0045
O  -7.559  2.392  17.432  0.0104
C  -8.722  1.540  17.722  0.0001
N  -5.185  2.573  15.964  0.0233
H  -6.651  4.887  14.316  -0.0011
H  -6.179  3.295  13.545  0.0002
H  -5.038  4.352  14.280  -0.0018
H  -6.140  4.334  16.473  0.0037
H  -7.898  2.153  15.337  0.0006
H  -8.317  3.629  16.092  0.0004
H  -8.831  1.152  18.734  0.0008
H  -8.801  0.689  17.045  -0.0002
H  -9.622  2.154  17.670  0.0003
H  -5.309  1.799  15.327  -0.0013
H  -4.323  2.951  15.597  -0.0009
C  -10.592  2.266  21.359  -0.0001
C  -11.971  2.471  21.983  0.0001
C  -12.664  1.183  22.566  0.0000
O  -13.776  1.494  23.469  0.0000
C  -14.591  0.321  23.751  0.0000
N  -12.033  3.640  22.804  0.0000
H  -10.292  3.204  20.892  -0.0001
H  -10.516  1.418  20.678  0.0000
H  -9.936  2.105  22.215  0.0001
H  -12.629  2.868  21.209  0.0000
H  -11.971  0.576  23.148  0.0000
H  -12.991  0.615  21.695  0.0000
H  -15.096  -0.017  22.846  0.0000
H  -15.379  0.546  24.470  0.0000
H  -13.962  -0.483  24.133  0.0000
H  -11.184  4.077  23.133  0.0001
H  -12.464  3.192  23.601  0.0000
C  -9.410  8.195  18.635  0.0005
C  -10.771  7.581  18.198  0.0000
O  -10.523  6.286  17.533  0.0000
H  -8.854  7.390  19.115  -0.0001
H  -9.433  9.043  19.320  0.0000
H  -8.822  8.523  17.778  0.0000
H  -11.305  8.153  17.439  0.0000
H  -11.519  7.502  18.988  0.0000
H  -11.360  5.817  17.515  0.0000

Forces on atoms 1 to 3 (eV/Å):
Ag 0.6 0.9 0.8
Ag -0.7 -0.6 -0.5
C -1.4 0.0 0.0

Values from the calculation:
**LUMO (alpha / beta)**: -2.36 / -5.41 eV
**HOMO energy (alpha / beta)**: -10.0 / -10.0 eV
**Net charge**: +1
**2S+1**: 3
**<S²>**: 2.018
**Kohn-Sham gap (alpha / beta)**: 7.631 / 4.576 eV

***

- Number 1 is which compound?
  C21H58N2O9S7